[1]
The following is a quantum chemistry calculation of C15H7Cl2NO7RuSe4 as an isolated structure in a non-equilibrium geometry, from OMol25.

Each line ends with the natural charge from an NBO analysis.
Cartesian coordinates (Å):
Ru: 0.059 -0.520 0.823  0.511
Cl: -5.420 4.529 -0.986  -0.025
C: -4.102 3.552 -0.430  -0.117
C: -3.382 3.982 0.689  -0.200
C: -2.359 3.206 1.164  -0.133
Cl: -1.463 3.697 2.553  0.007
C: -1.933 2.003 0.514  0.497
O: -0.955 1.360 0.988  -0.718
C: -2.678 1.624 -0.651  -0.317
C: -2.300 0.452 -1.376  0.438
O: -1.240 -0.171 -1.268  -0.603
C: -3.776 2.389 -1.077  -0.151
H: -3.647 4.905 1.180  0.234
H: -3.047 0.092 -2.104  0.122
H: -4.332 2.061 -1.942  0.219
Se: 1.620 -0.217 -1.710  -0.160
Se: 0.608 -1.824 -2.779  -0.145
Se: 1.661 -4.349 0.583  -0.249
Se: 1.659 -2.220 1.160  0.187
O: 0.918 0.047 2.936  -0.624
C: 1.567 0.918 2.315  0.765
O: 1.672 0.931 1.070  -0.661
C: 2.265 1.919 3.181  -0.084
C: 3.065 1.428 4.211  -0.174
C: 3.567 2.280 5.169  -0.203
C: 3.229 3.632 5.112  0.067
C: 2.472 4.137 4.058  -0.200
C: 2.002 3.281 3.085  -0.178
N: 3.654 4.505 6.156  0.511
O: 4.357 4.038 7.041  -0.392
O: 3.288 5.671 6.121  -0.389
H: 3.284 0.373 4.253  0.232
H: 4.190 1.924 5.976  0.243
H: 2.255 5.192 4.021  0.243
H: 1.409 3.656 2.267  0.243
O: -2.313 -2.285 1.266  -0.483
C: -1.391 -1.645 1.038  0.686

## Properties
Charge: -1
Highest occupied orbital energy (spin up / spin down) in eV: -4.15 / -4.08
Kohn-Sham gap (spin up / spin down) in eV: 4.3 / 4.4
LUMO (spin up / spin down) in eV: 0.155 / 0.322
Relative energy (zero: lowest compared OMol25 entry of this formula, charge and spin) in kcal/mol: 7.2
Total energy in eV: -320502.886
2S+1: 2

[2]
The following is a quantum chemistry calculation of C15H8BClF4IN3OPt as an isolated structure, from OMol25.

Each line ends with the natural charge from an NBO analysis.
Cartesian coordinates (Å):
Pt: -0.001 0.387 0.300  0.960
Cl: 3.310 -5.067 -2.076  0.011
C: 2.151 -3.805 -1.800  -0.073
C: 1.044 -3.713 -2.595  -0.216
C: 0.094 -2.690 -2.410  -0.253
I: -1.573 -2.581 -3.641  0.180
C: 0.249 -1.753 -1.413  0.364
O: -0.622 -0.793 -1.153  -0.693
C: 1.398 -1.876 -0.585  0.068
N: 1.516 -0.913 0.382  -0.421
C: 2.571 -0.882 1.163  0.108
C: 3.588 -1.844 1.041  -0.253
C: 3.487 -2.832 0.104  -0.126
C: 2.370 -2.870 -0.760  -0.029
H: 0.897 -4.436 -3.385  0.244
H: 2.613 -0.100 1.909  0.249
H: 4.437 -1.789 1.707  0.239
H: 4.259 -3.583 0.004  0.240
F: -0.233 1.714 4.032  -0.541
B: 0.761 1.091 3.333  1.364
F: 0.562 1.602 1.866  -0.555
F: 2.034 1.485 3.647  -0.540
F: 0.620 -0.274 3.252  -0.549
N: -5.604 5.059 -0.799  -0.245
C: -4.718 4.356 -0.610  0.252
C: -3.604 3.474 -0.376  -0.098
C: -3.292 3.063 0.914  -0.189
C: -2.222 2.210 1.093  0.073
N: -1.483 1.777 0.064  -0.435
C: -1.783 2.170 -1.180  0.075
C: -2.832 3.026 -1.442  -0.202
H: -3.871 3.396 1.762  0.250
H: -1.917 1.879 2.077  0.255
H: -1.157 1.779 -1.969  0.239
H: -3.049 3.330 -2.455  0.249

## Properties
Charge: 0
Highest occupied orbital energy in eV: -8.36
Kohn-Sham gap in eV: 7.0
LUMO in eV: -1.319
Relative energy (zero: lowest compared OMol25 entry of this formula, charge and spin) in kcal/mol: 1.7
Total energy in eV: -57625.708
2S+1: 1

[3]
The following is a quantum chemistry calculation of C15H8N3O5S3Se2Te2Ti as an isolated structure in a non-equilibrium geometry, from OMol25.

Each line ends with the natural charge from an NBO analysis.
Cartesian coordinates (Å):
Ti: 0.993 -2.357 -0.106  1.089
O: -3.979 -5.495 1.094  -0.644
C: -2.950 -4.640 0.901  0.365
C: -2.951 -3.704 -0.136  -0.291
C: -1.849 -2.903 -0.257  0.156
N: -0.838 -3.014 0.589  -0.483
C: -0.814 -3.909 1.567  0.155
C: -1.866 -4.757 1.769  -0.258
C: 0.556 -3.947 2.222  0.781
O: 0.789 -4.585 3.209  -0.556
O: 1.401 -3.219 1.504  -0.720
C: -1.504 -1.966 -1.406  0.780
O: -2.324 -1.554 -2.175  -0.562
O: -0.196 -1.731 -1.407  -0.702
H: -4.637 -5.368 0.404  0.484
H: -3.768 -3.626 -0.846  0.238
H: -1.840 -5.513 2.543  0.255
Se: 3.171 -1.737 -1.011  -0.302
Te: 4.444 -3.466 0.285  0.110
Te: 2.869 -5.711 -0.235  0.055
Se: 1.016 -4.548 -1.442  -0.416
S: 4.103 3.960 -0.120  -0.231
C: 2.788 2.979 0.173  -0.123
S: 2.946 1.356 0.731  0.459
C: 1.211 1.137 0.768  -0.103
N: 0.575 2.190 0.389  -0.292
N: 1.453 3.225 0.072  -0.255
C: 0.820 4.427 -0.397  0.133
C: 1.389 5.677 -0.193  -0.221
C: 0.739 6.810 -0.671  -0.208
C: -0.471 6.708 -1.343  -0.225
C: -1.036 5.453 -1.535  -0.227
C: -0.397 4.315 -1.068  -0.166
S: 0.415 -0.320 1.295  -0.189
H: 2.332 5.763 0.327  0.250
H: 1.192 7.783 -0.509  0.208
H: -0.967 7.596 -1.719  0.206
H: -1.982 5.354 -2.055  0.210
H: -0.832 3.336 -1.208  0.238

## Properties
Charge: -1
Highest occupied orbital energy in eV: -4.38
Kohn-Sham gap in eV: 5.7
LUMO in eV: 1.328
Relative energy (zero: lowest compared OMol25 entry of this formula, charge and spin) in kcal/mol: 0.0
Total energy in eV: -231300.551
2S+1: 1

[4]
The following is a quantum chemistry calculation of C15H9AsBrF6N3OPdSe2Te2 as an isolated structure, from OMol25.

Each line ends with the natural charge from an NBO analysis.
Cartesian coordinates (Å):
Pd: -2.698 -2.371 -0.943  0.759
Br: 5.586 2.252 4.587  0.134
C: 4.516 2.647 3.095  -0.051
C: 5.083 3.273 1.992  -0.232
C: 4.289 3.573 0.904  -0.148
C: 2.940 3.200 0.899  0.020
C: 2.369 2.598 2.033  -0.149
C: 3.161 2.324 3.127  -0.249
N: 2.213 3.548 -0.233  -0.059
N: 1.118 3.032 -0.559  -0.082
C: 0.743 1.759 -0.524  0.049
C: 1.655 0.665 -0.354  -0.139
C: 1.245 -0.622 -0.385  -0.264
C: -0.142 -0.953 -0.583  0.490
O: -0.541 -2.127 -0.572  -0.589
C: -1.080 0.154 -0.835  0.059
N: -2.359 -0.194 -1.089  -0.455
C: -3.238 0.755 -1.352  0.069
C: -2.893 2.107 -1.369  -0.218
C: -1.598 2.475 -1.102  -0.130
C: -0.651 1.476 -0.827  0.026
H: 6.132 3.532 1.995  0.249
H: 4.692 4.079 0.037  0.246
H: 1.311 2.372 2.064  0.220
H: 2.740 1.873 4.015  0.243
H: 2.706 0.891 -0.220  0.246
H: 1.935 -1.448 -0.274  0.257
H: -4.252 0.442 -1.565  0.214
H: -3.650 2.845 -1.598  0.248
H: -1.295 3.513 -1.114  0.256
Se: -4.527 -2.559 -2.830  0.044
Te: -5.334 -2.487 -0.617  0.465
Te: -3.118 -2.793 1.727  0.505
Se: -2.848 -0.651 2.588  -0.123
F: -1.659 -4.203 -2.365  -0.651
As: -1.980 -5.687 -1.480  2.847
F: -2.438 -6.990 -0.486  -0.595
F: -3.156 -4.615 -0.509  -0.695
F: -3.301 -5.951 -2.541  -0.610
F: -0.795 -5.177 -0.327  -0.616
F: -0.878 -6.557 -2.411  -0.589

## Properties
Charge: +1
Highest occupied orbital energy (spin up / spin down) in eV: -10.97 / -12.08
Kohn-Sham gap (spin up / spin down) in eV: 5.3 / 5.4
LUMO (spin up / spin down) in eV: -5.672 / -6.661
Relative energy (zero: lowest compared OMol25 entry of this formula, charge and spin) in kcal/mol: 11.1
Total energy in eV: -318157.561
2S+1: 6